Entry 1:
Molecular formula: C9H14
Method: DFT, wB97M-V/def2-TZVPD

Geometry as XYZ:
```
23
Properties=species:S:1:pos:R:3:lowdin_charge:R:1
C 0.52132 2.32347 0.19963 -0.058
C 0.31194 1.22385 -0.79814 -0.280
C 0.81596 -0.05700 -0.70294 -0.064
C 0.38415 -1.07605 -1.53720 -0.093
C -0.44866 -0.78587 -2.60279 -0.099
C -0.86212 0.52635 -2.79844 -0.094
C -0.53886 1.49930 -1.87753 -0.060
H 0.88872 3.20946 -0.32167 0.079
H 1.27058 2.07597 0.93558 0.067
H -0.35708 2.64432 0.75987 0.082
H 1.37890 -0.32513 0.18786 0.107
H 0.79882 -2.06085 -1.36608 0.101
H -0.79085 -1.59742 -3.23165 0.099
H -1.47420 0.74464 -3.66122 0.100
H -0.89994 2.50011 -2.08699 0.111
C 0.28696 -0.97094 3.84089 -0.176
C -0.52900 -2.27108 3.90204 -0.161
H 1.36628 -1.08459 3.86248 0.058
H -0.04323 -0.26630 3.07821 0.050
H -0.00292 -0.38610 4.72989 0.061
H -1.58363 -2.00835 3.81012 0.063
H -0.35994 -2.77153 4.82152 0.047
H -0.30306 -2.87103 3.01883 0.060
```

Calculated values
- Gap between HOMO and LUMO: 10.01 eV
- HOMO level: -9.03 eV
- SMILES: Cc1ccccc1.CC


Entry 2:
Molecular formula: C9H14
Method: DFT, wB97M-V/def2-TZVPD

Geometry as XYZ:
```
23
Properties=species:S:1:pos:R:3:lowdin_charge:R:1
C -1.79908 -0.34653 -2.45064 -0.097
C -1.03533 -1.04001 -1.38735 -0.321
C 0.18192 -1.79876 -1.73918 -0.015
C 0.87212 -2.48634 -0.71291 -0.099
C 0.58214 -2.34052 0.61830 -0.132
C -0.55665 -1.62091 0.91457 -0.098
C -1.46965 -1.04551 -0.08999 -0.054
H -2.89022 -0.23472 -2.38278 0.064
H -1.55055 -0.53025 -3.63246 0.128
H -1.48040 0.77811 -2.30284 0.105
H 0.57077 -1.51704 -2.60255 0.048
H 1.77192 -3.08419 -1.13804 0.129
H 1.10476 -2.57414 1.54643 0.107
H -0.89209 -1.67257 1.95212 0.095
H -2.29259 -0.33061 0.30985 0.139
C 1.02894 3.13606 2.13028 -0.140
C 1.23372 1.84246 1.23416 -0.153
H 1.77168 3.87143 1.97445 0.029
H 0.16994 3.63648 1.65776 0.057
H 0.92905 2.87899 3.21209 0.073
H 1.15580 0.94870 1.77658 0.019
H 2.15724 1.75387 0.66446 0.055
H 0.43658 1.77601 0.44768 0.063
```

Calculated values
- Gap between HOMO and LUMO: 9.81 eV
- HOMO level: -8.85 eV
- SMILES: Cc1ccccc1.CC


Entry 3:
Molecular formula: C9H14
Method: DFT, wB97M-V/def2-TZVPD

Geometry as XYZ:
```
23
Properties=species:S:1:pos:R:3:lowdin_charge:R:1
C -2.29212 -1.65583 -1.35973 -0.064
C -1.81442 -0.42225 -0.62608 -0.289
C -1.84121 0.77717 -1.35907 -0.055
C -1.47897 1.93457 -0.70246 -0.091
C -1.05507 1.91265 0.64115 -0.099
C -1.05227 0.69044 1.28202 -0.102
C -1.49164 -0.52568 0.71686 -0.036
H -1.66439 -1.85031 -2.22400 0.078
H -3.33193 -1.49188 -1.67979 0.082
H -2.46046 -2.52688 -0.72377 0.072
H -2.13542 0.82935 -2.39590 0.110
H -1.49474 2.89386 -1.20413 0.097
H -0.64114 2.80833 1.07317 0.096
H -0.76347 0.81068 2.32507 0.098
H -1.59399 -1.44545 1.26164 0.105
C 3.34531 0.25786 0.99186 -0.183
C 2.94036 -0.92860 0.13248 -0.166
H 4.26019 0.75306 0.66386 0.058
H 2.61222 1.04196 1.18695 0.052
H 3.52303 -0.11380 2.00743 0.062
H 2.67453 -0.67167 -0.88344 0.059
H 3.68693 -1.71292 0.24192 0.061
H 2.06869 -1.36466 0.63397 0.057
```

Calculated values
- Gap between HOMO and LUMO: 10.02 eV
- HOMO level: -9.02 eV
- SMILES: Cc1ccccc1.CC


Entry 4:
Molecular formula: C9H14
Method: DFT, wB97M-V/def2-TZVPD

Geometry as XYZ:
```
23
Properties=species:S:1:pos:R:3:lowdin_charge:R:1
C 1.83000 1.43184 2.99604 -0.057
C 0.75532 0.85191 2.11377 -0.282
C 0.23845 -0.40930 2.37587 -0.047
C -0.89134 -0.83412 1.67153 -0.083
C -1.29801 -0.15722 0.54992 -0.126
C -0.67077 1.03619 0.18617 -0.102
C 0.37627 1.52374 0.93862 -0.049
H 1.45229 2.23515 3.62922 0.082
H 2.58466 1.92043 2.37144 0.076
H 2.34153 0.66428 3.56257 0.070
H 0.73263 -0.94904 3.16893 0.105
H -1.52209 -1.63051 2.04738 0.103
H -2.10391 -0.51678 -0.07494 0.099
H -0.97904 1.60697 -0.66892 0.099
H 0.91967 2.41508 0.65354 0.109
C -0.43847 -1.25997 -2.40178 -0.156
C -0.52436 -1.05448 -3.91368 -0.172
H 0.62242 -1.33353 -2.17764 0.074
H -0.95767 -0.46026 -1.89838 0.018
H -0.92586 -2.17386 -2.08482 0.065
H 0.33328 -0.48332 -4.26999 0.057
H -1.35064 -0.44391 -4.28683 0.059
H -0.52435 -1.97928 -4.48801 0.058
```

Calculated values
- Gap between HOMO and LUMO: 9.97 eV
- HOMO level: -8.94 eV
- SMILES: Cc1ccccc1.CC


Entry 5:
Molecular formula: C9H14
Method: DFT, wB97M-V/def2-TZVPD

Geometry as XYZ:
```
23
Properties=species:S:1:pos:R:3:lowdin_charge:R:1
C 3.10108 0.16158 1.33530 -0.028
C 1.65818 0.57978 0.94645 -0.283
C 0.72649 -0.36457 1.09619 -0.081
C -0.67030 -0.06712 0.91926 -0.143
C -1.02133 1.23699 0.61925 -0.133
C -0.04799 2.13894 0.20234 -0.103
C 1.30934 1.82541 0.42402 -0.045
H 3.13021 -0.69236 1.95586 0.056
H 3.74782 0.94668 1.72439 0.081
H 3.43763 -0.18032 0.40718 0.057
H 0.85869 -1.36170 1.53291 0.122
H -1.42219 -0.62260 1.54701 0.126
H -2.09256 1.65862 0.40026 0.137
H -0.34200 3.12313 -0.13195 0.094
H 1.93613 2.59788 -0.11254 0.127
C -1.63388 -1.84073 -1.04814 -0.230
C -1.87324 -0.89644 -2.21310 -0.202
H -2.10929 -2.89511 -1.17495 0.087
H -0.61417 -1.85487 -0.53431 0.063
H -2.45694 -1.39172 -0.33613 0.077
H -2.02315 0.16575 -1.86735 0.058
H -0.88017 -1.02573 -2.77269 0.077
H -2.71836 -1.24153 -2.91925 0.087
```

Calculated values
- Gap between HOMO and LUMO: 9.86 eV
- HOMO level: -8.89 eV
- SMILES: Cc1ccccc1.CC


Entry 6:
Molecular formula: C9H14
Method: DFT, wB97M-V/def2-TZVPD

Geometry as XYZ:
```
23
Properties=species:S:1:pos:R:3:lowdin_charge:R:1
C -0.21608 -0.97968 1.42074 -0.059
C 0.74591 -0.92050 0.23533 -0.298
C 1.79048 -0.03732 0.34550 -0.058
C 2.94059 -0.36074 -0.37629 -0.091
C 2.86432 -1.22402 -1.45240 -0.106
C 1.62230 -1.78561 -1.77309 -0.094
C 0.51311 -1.70713 -0.91008 -0.033
H 0.13225 -1.68567 2.15423 0.079
H -1.23443 -1.37248 1.19103 0.080
H -0.41703 0.07322 1.55270 0.052
H 1.84919 0.66429 1.17835 0.116
H 3.93703 0.04009 -0.21094 0.103
H 3.70171 -1.51294 -2.08377 0.101
H 1.35848 -2.20395 -2.73234 0.094
H -0.43623 -2.17760 -1.10039 0.105
C -2.16264 2.63154 0.54067 -0.157
C -2.65419 1.31605 -0.04152 -0.171
H -1.24400 2.49864 1.12065 0.052
H -2.02104 3.42267 -0.16959 0.057
H -2.81270 2.79523 1.41769 0.070
H -3.43462 0.84363 0.57371 0.065
H -1.85706 0.58106 0.18966 0.022
H -2.96534 1.10122 -1.06984 0.069
```

Calculated values
- Gap between HOMO and LUMO: 9.90 eV
- HOMO level: -8.92 eV
- SMILES: Cc1ccccc1.CC


Entry 7:
Molecular formula: C9H14
Method: DFT, wB97M-V/def2-TZVPD

Geometry as XYZ:
```
23
Properties=species:S:1:pos:R:3:lowdin_charge:R:1
C 3.07040 0.83208 0.46563 -0.063
C 1.88333 -0.07247 0.58413 -0.285
C 0.95459 0.02034 1.60801 -0.058
C -0.08595 -0.89063 1.69569 -0.105
C -0.25113 -1.85359 0.70851 -0.113
C 0.67952 -1.97029 -0.30890 -0.089
C 1.73180 -1.07327 -0.37838 -0.056
H 3.03233 1.47641 -0.41663 0.081
H 4.01678 0.29536 0.54088 0.083
H 3.10599 1.61130 1.23045 0.072
H 1.09025 0.76984 2.37826 0.109
H -0.85023 -0.89287 2.46494 0.104
H -1.15923 -2.43643 0.74999 0.100
H 0.62318 -2.74994 -1.06133 0.102
H 2.44087 -1.14984 -1.19678 0.113
C -3.11256 0.68660 -1.51285 -0.167
C -1.94743 1.32891 -0.75481 -0.159
H -4.06625 0.71706 -0.99633 0.058
H -3.24923 1.18192 -2.48467 0.059
H -2.84308 -0.31643 -1.85118 0.056
H -2.34168 1.99998 0.02009 0.063
H -1.46855 0.59310 -0.11385 0.030
H -1.25370 1.89286 -1.37086 0.064
```

Calculated values
- Gap between HOMO and LUMO: 10.09 eV
- HOMO level: -9.07 eV
- SMILES: Cc1ccccc1.CC


Entry 8:
Molecular formula: C9H14
Method: DFT, wB97M-V/def2-TZVPD

Geometry as XYZ:
```
23
Properties=species:S:1:pos:R:3:mulliken_spin:R:1
C -0.86765 2.23944 -0.29852 0.032
C -0.50089 -1.52956 -2.13770 0.289
C 0.66618 -0.70546 -2.05124 0.078
C -1.68776 -1.28022 -1.45935 0.005
C 0.60141 0.52283 -1.47351 0.060
C -1.72382 -0.01709 -0.89398 0.164
C -0.62901 0.89849 -0.84102 0.258
H -0.47852 -2.37262 -2.82114 0.012
H 1.56833 -1.16455 -2.42309 0.008
H -2.48144 -1.99411 -1.33434 0.005
H 1.42865 1.21316 -1.41577 -0.001
H -2.64584 0.18549 -0.36165 -0.004
H -0.59281 2.38613 0.75600 0.043
H -1.86098 2.64161 -0.46456 0.012
H -0.06008 2.84837 -0.73486 0.014
C 0.74012 -0.97114 2.66434 0.000
C 1.62690 -0.01560 1.83941 0.021
H 0.21647 -1.70104 2.04158 0.000
H 1.33379 -1.43650 3.44171 0.001
H -0.11892 -0.43183 3.07195 0.000
H 1.91591 0.85811 2.42113 0.001
H 2.56969 -0.42203 1.47866 0.000
H 0.98027 0.24814 0.99597 0.004
```

Calculated values
- 2S+1: 2
- Charge: +1
- Gap between HOMO and LUMO (alpha / beta): 10.25 / 6.58 eV
- HOMO level (alpha / beta): -14.67 / -14.73 eV
- <S²>: 0.767


Entry 9:
Molecular formula: C9H14
Method: DFT, wB97M-V/def2-TZVPD

Geometry as XYZ:
```
23
Properties=species:S:1:pos:R:3:mulliken_spin:R:1
C -3.37260 0.63727 -2.56236 0.000
C -2.70900 -0.37166 -1.57805 0.000
H -2.89385 0.64534 -3.53535 0.000
H -4.41649 0.36632 -2.59272 0.000
H -3.20401 1.64321 -2.17915 0.000
H -2.42633 0.18016 -0.68252 -0.001
H -1.88408 -0.97042 -1.98665 0.000
H -3.35472 -1.21680 -1.32258 0.000
C 1.23909 2.07770 1.20904 0.017
C 0.80022 -0.17496 0.24036 0.213
C 1.55120 0.63086 1.19206 0.263
C 0.98375 -1.54938 0.16108 -0.025
C 2.47563 0.03980 2.03653 -0.001
C 2.02522 -2.06002 0.87891 0.264
C 2.72248 -1.32410 1.90335 0.170
H 0.09481 0.40968 -0.33657 0.025
H 0.37621 -2.00270 -0.60674 0.001
H 1.74077 2.66564 1.97209 0.000
H 0.15517 2.20378 1.30741 0.028
H 3.03845 0.60717 2.76397 0.001
H 2.09812 -3.14167 0.98683 0.003
H 3.47497 -1.82278 2.49298 0.005
H 1.48498 2.52757 0.23808 0.037
```

Calculated values
- 2S+1: 2
- Charge: +1
- Gap between HOMO and LUMO (alpha / beta): 9.88 / 6.15 eV
- HOMO level (alpha / beta): -14.43 / -14.43 eV
- <S²>: 0.768


Entry 10:
Molecular formula: C9H14BMnN5O
Method: DFT, wB97M-V/def2-TZVPD

Geometry as XYZ:
```
31
Properties=species:S:1:pos:R:3:mulliken_spin:R:1
Mn 0.05164 0.20253 0.40623 4.328
B 0.85756 1.17836 -2.35462 -0.073
N -0.15840 2.15421 -1.65205 0.075
C -0.71152 3.28600 -2.07465 0.025
C -1.71904 3.66572 -1.19449 0.009
C -1.72448 2.67778 -0.22979 0.017
N -0.78641 1.75764 -0.51050 -0.038
N 2.12127 1.01719 -1.44361 0.020
C 3.41161 1.17526 -1.72712 0.011
C 4.17565 0.67190 -0.68232 0.010
C 3.24531 0.20313 0.22748 0.002
N 2.00092 0.39962 -0.23522 0.068
H 1.16513 1.61374 -3.42506 0.000
H 0.31500 0.09733 -2.39729 0.015
H -0.35462 3.75528 -2.97640 0.002
H -2.34695 4.53651 -1.24855 0.001
H -2.33925 2.58263 0.65096 0.000
H 3.70853 1.63772 -2.65377 0.001
H 5.24723 0.66175 -0.59772 0.001
H 3.40090 -0.24225 1.19728 -0.002
N -0.52072 -2.89855 2.94640 0.007
C -0.44005 -2.07389 1.92372 -0.008
O 0.03274 -0.91432 2.07691 0.010
C -0.86327 -2.48327 0.54305 0.032
C -1.28097 -1.24814 -0.23997 -0.485
H -0.18636 -2.60737 3.85314 0.001
H -0.90086 -3.82506 2.84417 -0.003
H -1.66660 -3.22518 0.56374 -0.028
H 0.00554 -2.96606 0.08547 0.002
H -2.27156 -0.86767 0.00386 -0.003
H -1.14886 -1.31083 -1.31567 0.004
```

Calculated values
- 2S+1: 5
- Charge: +1
- Gap between HOMO and LUMO (alpha / beta): 7.48 / 9.14 eV
- HOMO level (alpha / beta): -12.41 / -12.43 eV
- <S²>: 6.343


Entry 11:
Molecular formula: C9H14Br2F4N3
Method: DFT, wB97M-V/def2-TZVPD

Geometry as XYZ:
```
32
Properties=species:S:1:pos:R:3:lowdin_charge:R:1
C 2.45189 -0.47050 2.09899 0.058
C 1.51358 0.53744 1.46115 -0.165
N 0.47322 -0.02646 0.51894 -0.076
C -0.81207 0.72312 0.79077 -0.173
C -2.16234 -0.24041 0.80778 -0.168
C -2.14983 -1.38480 1.98482 -0.651
F -3.52999 -1.99813 2.01571 -0.109
Br -0.91471 -2.95169 1.56097 0.722
C -1.88673 -0.79399 3.49921 -0.626
F -2.22867 -1.90397 4.45823 -0.069
F -0.45351 -0.44298 3.76672 -0.066
Br -3.17557 0.69830 3.83866 0.810
C 0.89616 0.03143 -0.93217 -0.116
N 2.40644 0.19577 -1.18796 0.113
N 0.06228 -0.09721 -2.01756 0.139
C 0.46708 -0.07075 -3.47506 -0.234
C 0.76261 1.47181 -4.05018 -0.039
F 1.56997 -1.02535 -3.82057 -0.065
H 3.23993 -0.20350 2.92384 0.091
H 2.43844 -1.58742 1.70749 0.087
H 1.64640 1.68779 1.72988 0.151
H -0.96408 1.60078 0.01290 0.148
H -0.77265 1.24452 1.86023 0.130
H -2.33115 -0.81767 -0.21605 0.120
H -3.10443 0.48283 0.90759 0.128
H 2.95486 -0.52945 -0.67605 0.103
H 2.71962 1.16801 -0.97421 0.113
H -0.97385 -0.24226 -1.82181 0.166
H -0.47227 -0.44341 -4.11060 0.178
H 1.84969 1.83400 -3.79968 0.098
H 0.57155 1.39447 -5.22581 0.112
H -0.09186 2.15968 -3.63618 0.093
```

Calculated values
- Charge: +1
- Gap between HOMO and LUMO: 8.74 eV
- HOMO level: -13.21 eV
- SMILES: C=CN(CC[C@@](F)(Br)C(F)(F)Br)/C(N)=[NH+]/[C@@H](C)F


Entry 12:
Molecular formula: C9H14Cl2N2O
Method: DFT, wB97M-V/def2-TZVPD

Geometry as XYZ:
```
28
Properties=species:S:1:pos:R:3:lowdin_charge:R:1
C 2.27930 0.34345 -2.30142 -0.086
N 1.25289 -0.58382 -1.87048 -0.152
C 0.42463 -1.19788 -2.81745 -0.150
C -0.27612 -2.25651 -2.56260 -0.738
Cl -1.22602 -2.97808 -3.77883 0.693
C -0.38665 -2.91158 -1.23425 -0.208
N 0.51217 -2.22401 -0.29643 0.037
C 1.27917 -1.32718 -0.62140 -0.739
Cl 2.30953 -0.61491 0.60464 0.690
H 3.20013 -0.00857 -1.70879 0.077
H 2.45801 0.31340 -3.41289 0.104
H 2.07149 1.31637 -1.94207 0.060
H 0.48550 -0.81362 -3.93246 0.162
H -0.08277 -3.98346 -1.25532 0.129
H -1.37668 -2.61956 -0.87124 0.114
C -1.67926 1.23238 -0.01412 0.022
C -1.36542 1.93878 1.11226 -0.168
C -1.27637 1.35323 2.47815 -0.197
C -0.13142 1.85697 3.42852 -0.314
O -0.20171 1.35401 4.67055 -0.026
H -1.78232 0.16619 0.05928 0.041
H -1.81248 1.67738 -0.97154 0.039
H -1.15074 2.97557 1.12202 0.084
H -1.29404 0.35097 2.23167 0.076
H -2.20560 1.56532 2.97737 0.117
H -0.33504 2.94164 3.47897 0.124
H 0.80277 1.68512 2.87170 0.111
H -0.49295 0.44840 4.55616 0.095
```

Calculated values
- Gap between HOMO and LUMO: 8.99 eV
- HOMO level: -8.31 eV
- SMILES: CN1C=C(Cl)CN=C1Cl.C=CCCO